Entry 1:
Entry from OMol25: C14H11Cl2F4NO2S as an isolated structure in a non-equilibrium geometry (wB97M-V/def2-TZVPD).

Calculated values
Relative energy (zero: lowest compared OMol25 entry of this formula, charge and spin) = 79.2 kcal per mole
Frontier orbital gap = 0.2685 Eh

XYZ file:
```
35
C14H11Cl2F4NO2S | OMol25 | wB97M-V/def2-TZVPD
C 2.535 1.485 4.411
C 1.453 1.180 3.415
C 0.793 -0.047 3.418
C -0.090 -0.394 2.409
C -0.417 0.535 1.389
C -1.355 0.195 0.343
S -2.210 1.526 -0.469
C -3.898 0.686 -0.650
F -4.734 1.406 -1.415
F -3.761 -0.555 -1.188
F -4.422 0.531 0.598
O -2.436 2.646 0.414
O -1.691 1.721 -1.811
C 0.222 1.793 1.401
C 1.138 2.104 2.406
H 2.990 2.457 4.214
H 2.163 1.493 5.439
H 3.326 0.726 4.372
H 1.016 -0.747 4.225
H -0.574 -1.375 2.401
H -2.006 -0.692 0.465
H 0.008 2.542 0.636
H 1.633 3.073 2.394
Cl 2.276 -1.032 -0.712
C 1.556 -1.514 -2.178
N 0.244 -1.336 -2.307
F -0.538 -0.604 -1.104
C -0.431 -1.712 -3.392
Cl -2.102 -1.482 -3.410
C 0.238 -2.300 -4.469
C 1.617 -2.480 -4.386
C 2.285 -2.097 -3.219
H -0.344 -2.588 -5.332
H 2.163 -2.916 -5.217
H 3.355 -2.227 -3.090
```

Entry 2:
Entry from OMol25: one molecule with the formula C12H15I in a non-equilibrium geometry (wB97M-V/def2-TZVPD).

Calculated values
Relative energy (zero: lowest compared OMol25 entry of this formula, charge and spin) = 78.6 kcal per mole
Frontier orbital gap = 0.3153 Eh

XYZ file:
```
28
C12H15I | OMol25 | wB97M-V/def2-TZVPD
C 4.380 0.053 0.429
C 2.984 -0.313 0.706
C 1.898 -0.872 0.180
C 0.720 -0.311 1.049
C -0.395 -1.257 1.443
C -1.530 -0.973 0.308
C -1.341 0.426 -0.239
C -2.517 1.333 -0.377
C -1.796 0.819 -1.582
C -2.315 -0.060 -2.687
C -0.061 0.878 0.402
C 2.045 -0.180 1.819
I 2.532 -1.151 3.745
H 5.096 0.227 1.233
H 4.299 0.953 -0.139
H 4.945 -0.602 -0.171
H -0.776 -0.892 2.444
H -0.096 -2.322 1.522
H -1.452 -1.697 -0.591
H -2.419 -1.257 0.783
H -2.456 2.333 -0.033
H -3.561 0.854 -0.174
H -1.198 1.604 -1.938
H -1.786 0.266 -3.637
H -3.334 0.158 -2.896
H -2.214 -1.036 -2.388
H -0.320 1.654 1.184
H 0.669 1.363 -0.395
```

Entry 3:
Entry from OMol25: a 10-piece molecular cluster, C21H62N6O10 overall in a non-equilibrium geometry (wB97M-V/def2-TZVPD).

Calculated values
Frontier orbital gap = 0.3517 Eh

XYZ file:
```
99
C21H62N6O10 | OMol25 | wB97M-V/def2-TZVPD
N 1.089 -2.451 -4.034
C 0.292 -1.705 -3.216
N 0.706 -0.407 -3.125
O -0.745 -2.165 -2.717
H 1.894 -2.053 -4.480
H 0.854 -3.406 -4.129
H 1.581 -0.210 -3.606
H 0.305 -0.016 -2.270
N -5.168 3.510 -3.635
C -4.655 3.616 -2.342
N -5.447 3.064 -1.469
O -3.608 4.147 -2.044
H -6.178 3.417 -3.651
H -4.846 4.256 -4.219
H -5.237 3.033 -0.496
H -6.011 2.345 -1.855
N -4.551 -1.209 -0.416
C -4.145 -2.451 -0.532
N -3.172 -2.422 -1.475
O -4.567 -3.443 0.002
H -4.049 -0.464 -0.817
H -4.959 -1.040 0.463
H -2.852 -3.332 -1.729
H -2.931 -1.661 -2.059
C -1.638 -5.820 -0.805
C -0.107 -5.517 -0.609
C 0.650 -6.331 -1.660
O 0.146 -4.128 -0.764
H -1.827 -5.623 -1.878
H -2.288 -5.193 -0.191
H -1.831 -6.896 -0.593
H 0.255 -5.754 0.412
H 0.258 -5.985 -2.619
H 0.505 -7.404 -1.505
H 1.717 -6.095 -1.600
H -0.571 -3.645 -1.163
C -1.140 4.816 0.957
C -1.001 4.792 2.489
C 0.321 5.363 3.025
O -2.046 5.478 3.120
H -1.320 5.832 0.558
H -1.929 4.143 0.602
H -0.232 4.407 0.478
H -1.064 3.719 2.754
H 0.362 6.411 2.744
H 1.230 4.856 2.668
H 0.332 5.222 4.105
H -2.840 5.441 2.606
C 3.431 1.146 0.219
C 2.892 2.561 0.388
C 2.880 3.418 -0.922
O 1.550 2.482 0.937
H 4.363 1.184 -0.345
H 2.752 0.464 -0.267
H 3.701 0.741 1.184
H 3.449 3.041 1.188
H 3.878 3.468 -1.376
H 2.569 4.461 -0.832
H 2.239 2.969 -1.662
H 0.924 2.051 0.325
C 2.066 0.153 4.007
C 1.580 1.449 4.597
C 2.034 1.587 6.031
O 2.120 2.539 3.928
H 3.123 -0.048 4.191
H 1.959 0.131 2.911
H 1.502 -0.662 4.478
H 0.499 1.487 4.522
H 3.124 1.746 6.116
H 1.730 0.790 6.715
H 1.657 2.483 6.507
H 1.824 2.495 3.003
C 3.044 -2.705 -0.405
C 3.601 -4.045 -0.688
C 3.888 -4.384 -2.175
O 4.819 -4.247 0.006
H 3.068 -2.387 0.656
H 2.016 -2.572 -0.822
H 3.649 -1.968 -0.978
H 2.874 -4.781 -0.299
H 4.543 -3.647 -2.656
H 2.906 -4.418 -2.704
H 4.395 -5.340 -2.257
H 4.603 -4.119 0.937
C -0.804 -0.992 0.788
C -1.363 0.159 -0.117
C -2.033 1.200 0.783
O -0.381 0.847 -0.829
H -0.392 -1.820 0.205
H -1.690 -1.326 1.341
H -0.078 -0.629 1.518
H -2.055 -0.346 -0.787
H -2.603 1.953 0.243
H -1.305 1.860 1.286
H -2.603 0.818 1.651
H -0.823 1.489 -1.428
O -1.298 2.650 -2.517
H -2.078 3.242 -2.455
H -1.286 2.329 -3.412
```

Entry 4:
Entry from OMol25: a 2-piece molecular cluster, C2H5N2 overall in a non-equilibrium geometry (wB97M-V/def2-TZVPD).

Calculated values
Net charge = +1
Relative energy (zero: lowest compared OMol25 entry of this formula, charge and spin) = 17.5 kcal per mole
Frontier orbital gap = 0.4200 Eh

XYZ file:
```
9
C2H5N2 | OMol25 | wB97M-V/def2-TZVPD
C -2.010 0.109 0.194
C 1.932 -0.392 -0.005
N 1.032 0.467 0.138
N -3.117 -0.120 -0.022
H 3.015 -0.133 -0.020
H 1.890 -1.511 -0.243
H 1.415 1.472 0.127
H -4.122 -0.274 -0.223
H -0.036 0.383 0.054
```

Entry 5:
Entry from OMol25: a 2-piece molecular cluster, C5H12N2O overall (wB97M-V/def2-TZVPD).

Calculated values
Relative energy (zero: lowest compared OMol25 entry of this formula, charge and spin) = 46.2 kcal per mole
Frontier orbital gap = 0.3874 Eh

XYZ file:
```
20
C5H12N2O | OMol25 | wB97M-V/def2-TZVPD
N 1.437 -1.263 -1.234
C 1.281 -2.676 -1.205
N 0.083 -3.150 -0.524
O 2.066 -3.418 -1.715
H 1.598 -0.923 -0.287
H 0.518 -0.875 -1.447
H -0.370 -3.808 -1.159
H 0.413 -3.764 0.220
C 1.023 2.663 0.060
C -0.165 2.117 -0.145
C -0.704 0.927 0.590
C -1.935 1.235 1.449
H 1.352 3.486 -0.563
H 1.723 2.305 0.807
H -0.752 2.510 -0.972
H -0.963 0.150 -0.132
H 0.088 0.538 1.235
H -2.741 1.673 0.864
H -2.293 0.326 1.931
H -1.658 1.947 2.227
```

Entry 6:
Entry from OMol25: a 2-piece molecular cluster, C4H8N2O overall (wB97M-V/def2-TZVPD).

Calculated values
Relative energy (zero: lowest compared OMol25 entry of this formula, charge and spin) = 88.6 kcal per mole
Frontier orbital gap = 0.3307 Eh

XYZ file:
```
15
C4H8N2O | OMol25 | wB97M-V/def2-TZVPD
C -0.046 -0.799 1.571
C -0.571 -1.059 0.372
N -0.142 -2.033 -0.524
O -1.576 -0.333 -0.190
H -0.391 0.044 2.160
H 0.797 -1.362 1.948
H -0.888 -2.396 -1.104
H 0.373 -2.773 -0.070
H -1.821 0.348 0.443
C 0.217 2.194 -0.301
N 1.248 1.756 0.260
C 1.007 1.375 -1.191
H -0.605 2.859 -0.067
H 0.735 0.340 -1.383
H 1.665 1.841 -1.922
```

Table of energy (eV), in record order: -67026.5124 -20782.1397 -52200.6685 -5126.2898 -10406.4186 -9302.5503